Record 1
The following is a quantum chemistry calculation of C19H22N2O4S2 in the gas phase, from OMol25.

Cartesian coordinates (Å):
C1 1.79872 -3.20768 2.42286
C2 2.13178 -2.54912 1.24198
C3 1.97562 -1.16947 1.13782
C4 1.48496 -0.47694 2.24602
S1 1.20652 1.30136 2.09591
C5 -0.45883 1.55713 1.48563
C6 -0.61103 2.85970 0.76212
S2 -1.58426 0.21842 1.17170
C7 -2.42977 -0.74794 2.50804
C8 -2.18540 -2.12491 2.59049
C9 -2.96092 -2.90320 3.44183
C10 -3.99019 -2.33230 4.20332
C11 -4.17686 -0.93636 4.17542
C12 -3.37774 -0.13900 3.34667
O1 -2.70503 0.78814 0.42403
O2 -0.78128 -0.79642 0.49140
O3 1.47498 1.83360 3.41390
O4 2.05871 1.73276 1.00079
C13 1.27066 -1.10545 3.47602
C14 1.40366 -2.48970 3.55360
H1 1.84336 -4.29022 2.47743
H2 2.50905 -3.10350 0.38616
H3 2.20865 -0.63855 0.21419
H4 -1.68974 3.05513 0.59948
H5 -0.24182 3.60743 1.52836
H6 -1.42192 -2.57887 1.94712
H7 -2.78048 -3.97713 3.45448
H8 -4.64095 -2.96490 4.80780
H9 -4.98128 -0.48560 4.75917
H10 -3.49036 0.95152 3.30795
H11 0.97176 -0.51065 4.34155
H12 1.20834 -2.98747 4.50436
C15 -0.68785 1.56440 -2.21104
C16 -0.21450 2.94218 -1.83089
N1 0.21500 3.19632 -0.59600
C17 1.19870 4.26276 -0.58602
C18 0.54466 5.45616 -1.23014
C19 0.33395 5.22044 -2.69064
N2 -0.13054 3.84210 -2.83064
H13 -0.59598 1.34712 -3.30669
H14 -0.15399 0.74987 -1.71919
H15 -1.75221 1.51514 -1.91296
H16 1.52615 4.38754 0.43475
H17 2.05534 3.98391 -1.20930
H18 -0.39275 5.60960 -0.69865
H19 1.12761 6.34168 -1.03204
H20 -0.39553 5.92820 -3.09548
H21 1.28170 5.34842 -3.22934
H22 -0.58837 3.60567 -3.71197

Summary:
- 2S+1: 1
- E_HOMO: -7.34 eV
- Charge: 0
- Frontier orbital gap: 7.5 eV

Record 2
The following is a quantum chemistry calculation of C19H22N2O5 in the gas phase, from OMol25.

Cartesian coordinates (Å):
C1 1.46113 -1.91479 0.87870
O1 2.16587 -0.86125 0.27708
C2 3.56494 -0.97940 0.38686
C3 4.19664 0.21146 -0.34449
N1 3.68694 1.45512 0.17964
C4 2.52732 1.95880 -0.32272
O2 2.08628 1.62758 -1.41013
C5 1.84219 2.93335 0.57017
C6 2.54096 3.96554 1.18222
C7 1.89401 4.85059 2.02535
C8 0.53964 4.69167 2.27397
C9 -0.17208 3.66762 1.67980
C10 0.46386 2.78113 0.81235
N2 -0.19219 1.73068 0.19154
C11 -1.41166 1.18937 0.47469
O3 -2.16674 1.61304 1.33066
C12 -1.73709 -0.01835 -0.33474
C13 -1.11228 -0.36511 -1.52347
C14 -1.48646 -1.52201 -2.19115
C15 -2.47877 -2.35031 -1.69146
O4 -2.90208 -3.50452 -2.26914
C16 -2.31145 -3.90390 -3.48087
C17 -3.13046 -1.99523 -0.48641
O5 -4.09853 -2.85328 -0.06509
C18 -4.80503 -2.52835 1.10726
C19 -2.75362 -0.83914 0.16515
H1 0.40387 -1.71360 0.71592
H2 1.72349 -2.87839 0.42510
H3 1.66499 -1.96577 1.95594
H4 3.91317 -1.92128 -0.06323
H5 3.86092 -0.97686 1.44999
H6 5.28370 0.17864 -0.24871
H7 3.90933 0.17753 -1.39724
H8 3.89540 1.65780 1.14627
H9 3.59472 4.08647 0.97331
H10 2.44306 5.65743 2.48662
H11 0.03030 5.37607 2.93592
H12 -1.22299 3.53912 1.87791
H13 0.36996 1.26027 -0.50925
H14 -0.34488 0.24944 -1.96831
H15 -0.98864 -1.76737 -3.11542
H16 -1.23693 -4.08231 -3.36687
H17 -2.80376 -4.83620 -3.75312
H18 -2.47438 -3.16466 -4.27205
H19 -5.53391 -3.32625 1.24037
H20 -4.14351 -2.49197 1.97909
H21 -5.32687 -1.57112 1.01024
H22 -3.22839 -0.52729 1.08177

Summary:
- 2S+1: 1
- E_HOMO: -8.06 eV
- Charge: 0
- SMILES: COCCNC(=O)c1ccccc1NC(=O)c1ccc(OC)c(OC)c1
- Frontier orbital gap: 8.8 eV

Record 3
The following is a quantum chemistry calculation of C19H22N2O5 in the gas phase, from OMol25.

Cartesian coordinates (Å):
C1 -3.41291 -3.66764 2.44465
C2 -3.68647 -2.30616 1.85219
O1 -4.62291 -2.11557 1.10759
C3 -2.76115 -1.20915 2.22556
C4 -1.63219 -1.38489 3.02824
C5 -0.81895 -0.31650 3.33105
C6 -1.10700 0.96180 2.84563
O2 -0.22995 1.93700 3.21455
C7 -0.40319 3.24072 2.71898
C8 -0.19603 3.32443 1.24033
C9 0.30482 2.43411 0.33496
C10 0.22627 3.13540 -0.90068
C11 0.67296 2.62274 -2.22972
O3 1.35830 3.25614 -2.99995
N1 0.23213 1.36606 -2.45955
C12 0.66176 0.58107 -3.58874
C13 1.57613 -0.56319 -3.12809
C14 2.90853 -0.05020 -2.57402
C15 3.73030 -1.22004 -2.03628
C16 2.89511 -1.99513 -1.01948
C17 1.56967 -2.40041 -1.66341
O4 0.85473 -1.28393 -2.14059
N2 -0.27721 4.32539 -0.71444
O5 -0.54948 4.45101 0.60216
C18 -2.23189 1.14854 2.04711
C19 -3.03974 0.07061 1.74714
H1 -2.44124 -4.02975 2.11590
H2 -4.18255 -4.36080 2.11512
H3 -3.41733 -3.61296 3.53085
H4 -1.37840 -2.35772 3.41814
H5 0.05638 -0.43938 3.94931
H6 0.35654 3.84183 3.23119
H7 -1.39084 3.64757 2.97779
H8 0.68110 1.44934 0.51615
H9 -0.25998 0.85377 -1.74391
H10 -0.21588 0.16247 -4.08893
H11 1.19674 1.24478 -4.26985
H12 1.77644 -1.22788 -3.98632
H13 3.44911 0.47359 -3.36230
H14 2.70987 0.65960 -1.76855
H15 4.64994 -0.85559 -1.57617
H16 4.00413 -1.88231 -2.86157
H17 3.42328 -2.88673 -0.68030
H18 2.69238 -1.36217 -0.15305
H19 0.90881 -2.88339 -0.93984
H20 1.76152 -3.10005 -2.49218
H21 -2.48716 2.12048 1.65519
H22 -3.91452 0.20312 1.12809

Summary:
- 2S+1: 1
- E_HOMO: -9.18 eV
- Charge: 0
- SMILES: CC(=O)c1ccc(OCc2cc(C(=O)NC[C@H]3CCCCO3)no2)cc1
- Frontier orbital gap: 9.4 eV

Record 4
The following is a quantum chemistry calculation of C19H22N2RhSe as an isolated structure, from OMol25.

Cartesian coordinates (Å):
Rh1 -1.28354 -0.49871 -0.29272
N1 -0.55751 1.55800 0.36348
C1 -0.98367 1.74707 1.73040
C2 -1.24964 2.97410 2.26864
C3 -1.60836 3.09810 3.62661
C4 -1.66018 1.99843 4.43280
C5 -1.40273 0.71481 3.90009
C6 -1.43498 -0.46768 4.67474
C7 -1.19862 -1.67361 4.08073
C8 -0.97603 -1.71352 2.69333
N2 -0.93799 -0.63706 1.94330
C9 -1.10499 0.58442 2.52805
H1 -0.85579 2.33208 -0.22114
H2 0.46040 1.55598 0.33625
H3 -1.16346 3.86366 1.65694
H4 -1.81602 4.08154 4.02441
H5 -1.90208 2.09104 5.48342
H6 -1.64661 -0.39908 5.73416
H7 -1.20755 -2.59499 4.64415
H8 -0.84889 -2.66040 2.18139
C10 -3.15407 -0.66082 -1.19765
H9 -3.53805 -1.67093 -1.30128
H10 -3.05169 -0.17795 -2.17308
H11 -3.79235 -0.06491 -0.53797
C11 2.29768 -8.08054 -2.41349
C12 1.69515 -6.75353 -2.07348
C13 0.38117 -6.65508 -1.61852
C14 -0.19681 -5.43960 -1.30972
C15 -1.61755 -5.40552 -0.82743
C16 0.58825 -4.26352 -1.45349
Se1 -0.21024 -2.63316 -1.05059
C17 1.92963 -4.34224 -1.90863
C18 2.81467 -3.14314 -2.08515
C19 2.44503 -5.58699 -2.21119
H12 1.59825 -8.89588 -2.24225
H13 3.19042 -8.26096 -1.81278
H14 2.60308 -8.10482 -3.46073
H15 -0.20814 -7.55726 -1.51046
H16 -2.07009 -6.38943 -0.93230
H17 -2.21725 -4.68545 -1.38248
H18 -1.67350 -5.11849 0.22444
H19 2.35326 -2.22412 -1.73628
H20 3.06545 -3.01628 -3.13956
H21 3.74989 -3.28819 -1.54368
H22 3.46725 -5.65907 -2.56528

Summary:
- 2S+1: 5
- E_HOMO (alpha / beta): -10.61 / -11.61 eV
- Charge: +1
- Frontier orbital gap (alpha / beta): 7.4 / 6.7 eV

Record 5
The following is a quantum chemistry calculation of C19H22N5O2RhS as an isolated structure, from OMol25.

Cartesian coordinates (Å):
Rh1 0.57366 -0.29091 0.25347
C1 2.18410 3.59750 1.05495
C2 1.42719 2.40816 0.56710
N1 1.74285 1.20999 0.87852
N2 2.76612 0.90843 1.73556
C3 2.98669 -0.39876 2.05489
N3 3.99973 -0.65157 2.86531
S1 2.02788 -1.66749 1.45277
C4 0.21895 2.49593 -0.32333
C5 -0.31132 3.68002 -0.77523
C6 -1.43692 3.64824 -1.60387
C7 -1.98463 2.43463 -1.95393
C8 -1.40651 1.27126 -1.45127
N4 -0.34721 1.31212 -0.66014
H1 3.24805 3.49429 0.83008
H2 2.05615 3.71609 2.13444
H3 1.84593 4.51524 0.58696
H4 3.31656 1.66027 2.12587
H5 4.60700 0.06138 3.23815
H6 4.17196 -1.60464 3.14733
H7 0.12795 4.62573 -0.49497
H8 -1.86899 4.57218 -1.96401
H9 -2.85171 2.37037 -2.59578
H10 -1.79385 0.28486 -1.67737
C9 -2.64223 0.28655 2.88394
C10 -1.71974 -0.49582 1.99913
O1 -0.61765 0.07129 1.74568
C11 -2.10624 -1.77992 1.51398
C12 -3.09279 -2.52370 2.21842
C13 -3.53232 -3.72431 1.74956
C14 -3.04026 -4.20066 0.51845
C15 -2.09241 -3.50634 -0.18780
C16 -1.57086 -2.30086 0.31066
O2 -0.64259 -1.69912 -0.40592
H11 -2.32565 1.32547 2.92307
H12 -2.61187 -0.11380 3.90072
H13 -3.66672 0.20806 2.52778
H14 -3.47504 -2.14665 3.15789
H15 -4.25036 -4.30119 2.31402
H16 -3.41387 -5.13542 0.12047
H17 -1.70658 -3.87492 -1.12862
C17 1.69237 -0.71654 -4.88721
C18 2.21161 -1.59824 -3.74372
C19 1.89920 -1.02993 -2.43301
N5 1.64975 -0.55847 -1.42065
H18 1.88369 -1.21727 -5.83294
H19 2.19807 0.24730 -4.89940
H20 0.62003 -0.55046 -4.79701
H21 3.29320 -1.72735 -3.79956
H22 1.75964 -2.59102 -3.77343

Summary:
- 2S+1: 1
- E_HOMO: -13.38 eV
- Charge: +2
- Frontier orbital gap: 6.7 eV

Computed values of max |F| (unit: eV Å⁻¹) for the preceding records, in sequence: 1.84 0.54 1.46 0.31 0.91.
Computed values of electronic energy (unit: eV) for the preceding records, in sequence: -52897.0531 -33277.8144 -33276.5787 -91386.7702 -45436.4853.
Computed values of energy relative to the best compared isomer or geometry (same formula, charge and spin) (unit: kcal/mol) for the preceding records, in sequence: 102.1 53.8 82.3 0.0 6.2.